52
Properties=species:S:1:pos:R:3 method="wB97M-V/def2-TZVPD" e_tot_ev=-75840.7691 s_squared=2.008 spin_multiplicity=3 charge=-1 relative_energy_kcal_mol=48.15
Ti 0.41892 1.66148 0.02899
C 4.11943 0.43685 2.07525
C 3.27722 1.64659 1.69332
C 4.00983 2.94960 1.99914
O 2.95029 1.53934 0.30300
C 1.95099 1.63894 2.50995
O 1.97981 1.38363 3.70733
O 0.90947 1.93439 1.82110
H 5.10702 0.50604 1.61522
H 3.62720 -0.47213 1.72122
H 4.21447 0.39416 3.15859
H 5.00518 2.94168 1.54690
H 4.11168 3.06771 3.07841
H 3.44445 3.79351 1.60698
H 3.05997 2.42420 -0.10155
O -0.02021 3.61734 -0.17590
N 1.14224 3.36767 -0.65753
O 2.18920 4.03509 -0.36277
O 1.21073 2.40246 -1.55135
N 0.69802 -2.33163 1.11976
C 0.28326 -1.03590 1.25935
N 0.75266 -0.26954 0.30460
C 1.51119 -1.09306 -0.51607
C 2.22120 -0.79687 -1.67549
C 2.91703 -1.83544 -2.27013
C 2.91107 -3.12769 -1.73811
C 2.19636 -3.43952 -0.59300
C 1.48906 -2.39946 -0.00399
H 0.45758 -3.09084 1.72848
H -0.30449 -0.68546 2.09172
H 2.20879 0.20739 -2.07498
H 3.48532 -1.64035 -3.17050
H 3.48410 -3.90602 -2.22660
H 2.19935 -4.43901 -0.17708
C -6.77534 -2.29902 -0.79923
C -5.56826 -1.40390 -0.88607
C -5.67192 -0.11154 -1.39060
C -4.56839 0.72764 -1.42079
C -3.34840 0.27475 -0.94799
C -3.21952 -1.02146 -0.46828
C -4.32410 -1.85281 -0.44205
S -1.95033 1.37809 -0.94824
O -2.42273 2.61611 -1.49648
O -0.86085 0.72542 -1.67688
O -1.52193 1.42610 0.48220
H -7.63593 -1.85073 -1.29438
H -7.04210 -2.47806 0.24447
H -6.58156 -3.26868 -1.26151
H -6.62674 0.24013 -1.76382
H -4.61959 1.73924 -1.80095
H -2.24682 -1.35687 -0.12825
H -4.23390 -2.86958 -0.07544



13
Properties=species:S:1:pos:R:3 method="wB97M-V/def2-TZVPD" e_tot_ev=-42695.8883 s_squared=8.756 spin_multiplicity=6 charge=+1 relative_energy_kcal_mol=0.00
O 1.79060 -2.79033 3.47320
C 1.20722 -2.07361 2.69777
O -0.01354 -2.01460 2.33991
O 1.89030 -1.06108 1.99331
H 2.83915 -1.02150 2.15895
C -0.74888 1.98756 -0.18196
O -0.03471 1.14254 0.35114
C -2.10142 1.74590 -0.70869
H -2.07037 2.03229 -1.77683
H -0.36460 3.02230 -0.22932
H -2.42552 0.70667 -0.60274
H -2.78878 2.46129 -0.23000
Mn 0.17189 -0.59778 1.02487



86
Properties=species:S:1:pos:R:3 method="wB97M-V/def2-TZVPD" e_tot_ev=-141372.3999 spin_multiplicity=1 relative_energy_kcal_mol=0.00
Al -0.40377 -0.38029 0.67095
C -5.30583 -5.02089 1.48627
C -4.03630 -4.32957 1.06843
C -2.78906 -4.92467 1.23919
C -1.62284 -4.25524 0.92296
C -1.63319 -2.96300 0.38880
N -0.46544 -2.24412 0.15268
C 0.60579 -2.88722 -0.43638
C 0.45095 -3.85559 -1.44414
C 1.52433 -4.36839 -2.13981
C 2.82619 -3.92782 -1.89686
C 3.98392 -4.42335 -2.71986
C 3.00098 -2.99718 -0.88956
C 1.92573 -2.52188 -0.14083
N 2.22874 -1.68778 0.97703
C 3.31200 -1.77771 1.77373
C 3.21830 -0.79556 2.72920
C 2.01565 -0.13946 2.45852
N 1.43150 -0.68075 1.39640
C -2.89667 -2.39813 0.16721
C -4.06555 -3.05234 0.53206
N -3.02428 -1.13752 -0.49355
C -4.00658 -0.75855 -1.33504
C -3.76336 0.54444 -1.70830
C -2.58678 0.89363 -1.04154
N -2.15389 -0.12974 -0.31383
H -5.13223 -6.08186 1.66237
H -6.08029 -4.92838 0.72366
H -5.70100 -4.59179 2.40926
H -2.72910 -5.92194 1.65942
H -0.66294 -4.72193 1.10566
H -0.55317 -4.18446 -1.68270
H 1.34779 -5.10742 -2.91349
H 3.96005 -5.50924 -2.82050
H 4.93670 -4.14886 -2.26762
H 3.96074 -4.00212 -3.72738
H 3.99325 -2.61988 -0.67056
H 4.03978 -2.55481 1.62102
H 3.91149 -0.59505 3.52592
H 1.52770 0.67584 2.96695
H -5.01496 -2.54518 0.40467
H -4.78902 -1.44306 -1.61095
H -4.35076 1.15401 -2.37090
H -2.02211 1.81450 -1.05084
O -3.04768 1.28416 2.52112
As -1.94425 0.26305 3.47687
O -0.57684 1.53949 3.70846
O -1.17958 -0.69092 2.29350
C -0.86358 2.85521 3.60247
C -1.42464 3.53557 4.68249
C -1.72019 4.88380 4.59557
C -1.46934 5.58789 3.42452
C -0.91475 4.92713 2.34307
C -0.60911 3.57354 2.42835
S 0.18235 2.83433 1.03486
O -0.17324 3.60511 -0.13043
O 1.59312 2.72948 1.33066
O -0.45402 1.47419 0.95268
H -2.61290 1.58750 1.71139
H -1.62217 2.97632 5.58809
H -2.15650 5.38916 5.44794
H -1.70859 6.64021 3.35340
H -0.72128 5.44404 1.41214
C 0.87251 -0.50256 -3.50831
C 0.16676 -0.59507 -2.32533
N 0.56197 0.01533 -1.20441
C 1.67197 0.75634 -1.24566
C 2.44459 0.90677 -2.38825
C 2.03731 0.24616 -3.53736
C 3.68634 1.70912 -2.30643
C 3.74249 3.02135 -2.10571
C 2.59317 3.95029 -2.08733
C 2.62285 5.09349 -1.29976
C 1.55103 5.95862 -1.40815
N 0.52415 5.72595 -2.21930
C 0.57764 4.58581 -2.89617
N 1.55644 3.68979 -2.88733
H 0.51601 -1.02131 -4.38690
H -0.72874 -1.19812 -2.25016
H 1.96821 1.24464 -0.32539
H 2.61545 0.33317 -4.44880
H 4.61851 1.15454 -2.35603
H 4.71415 3.47913 -1.95577
H 3.44812 5.29511 -0.63107
H 1.51683 6.87662 -0.83125
H -0.26705 4.36585 -3.54000